Record 1
The following is a quantum chemistry calculation of a cluster of 2 separate species, C4H10OSi2 in total, from the OMol25 dataset.

The geometry in XYZ format:
```
17
Properties=species:S:1:pos:R:3:mulliken_charge:R:1
C -1.49 -3.12 -1.12 -0.554
C -1.83 -1.96 -0.61 -0.233
Si -0.85 -0.35 -0.66 0.653
O 0.20 0.10 -1.69 -0.548
C -1.82 0.50 0.67 -0.228
C -1.36 1.54 1.43 -0.390
H -2.09 -4.06 -1.08 0.275
H -0.40 -3.25 -1.21 0.219
H -2.86 -1.79 -0.34 0.228
H -2.83 0.52 0.58 0.348
H -2.03 2.15 2.12 0.231
H -0.31 1.87 1.34 -0.039
Si 2.98 1.31 0.92 0.326
H 4.42 1.60 1.81 -0.041
H 2.29 -0.02 0.65 -0.098
H 3.44 1.61 -0.41 -0.091
H 1.60 2.03 0.57 -0.058
```

Summary:
SMILES string: C=C[Si](=O)C=C.[SiH4]
HOMO level: -0.3699 Eh
net charge: 0
spin multiplicity: 1

---

Record 2
The following is a quantum chemistry calculation of the molecule C21H32Cl2N2O2, from the OMol25 dataset.

The geometry in XYZ format:
```
59
Properties=species:S:1:pos:R:3:mulliken_charge:R:1
O 0.41 5.20 0.99 -0.569
C 0.71 3.83 0.93 0.217
C -0.46 3.01 0.38 -0.804
N -0.28 1.60 0.66 0.178
C -1.32 0.77 0.08 -2.085
C -1.09 -0.74 0.30 1.082
N -2.28 -1.52 -0.04 1.009
C -2.73 -1.44 -1.42 -0.717
C -3.62 -2.64 -1.74 -0.857
C -4.84 -2.65 -0.82 -0.725
C -4.36 -2.58 0.62 -0.859
C -3.44 -1.38 0.82 -0.725
C -0.67 -0.99 1.76 -1.514
C -0.43 -2.47 2.02 -0.633
C 0.68 -2.99 1.13 -0.615
C 0.35 -2.72 -0.33 -0.723
C 0.11 -1.23 -0.55 -1.012
C 1.96 3.72 0.06 -0.992
O 2.54 2.44 0.23 -0.194
C 3.72 2.17 -0.36 0.205
C 4.41 3.02 -1.22 -0.372
C 5.62 2.63 -1.78 -0.884
C 6.15 1.38 -1.49 0.343
Cl 7.65 0.90 -2.19 -0.220
C 5.48 0.52 -0.64 -0.754
C 4.28 0.91 -0.08 0.694
Cl 3.44 -0.14 0.99 -0.175
H -0.39 5.32 1.52 0.373
H 0.96 3.44 1.93 0.201
H -1.38 3.32 0.89 0.404
H -0.59 3.23 -0.69 0.251
H 0.63 1.31 0.31 -0.030
H -2.26 1.06 0.57 0.598
H -1.43 0.96 -1.01 0.532
H -1.88 -1.45 -2.10 0.377
H -3.31 -0.52 -1.61 0.358
H -3.05 -3.56 -1.58 0.248
H -3.93 -2.61 -2.78 0.402
H -5.44 -3.54 -0.99 0.380
H -5.46 -1.77 -1.04 0.300
H -3.82 -3.50 0.86 0.254
H -5.21 -2.51 1.31 0.430
H -3.13 -1.35 1.87 0.394
H -4.01 -0.46 0.61 0.327
H -1.42 -0.59 2.45 0.734
H 0.25 -0.43 1.95 0.450
H -1.35 -3.03 1.82 0.131
H -0.17 -2.62 3.07 0.481
H 0.82 -4.06 1.29 0.458
H 1.62 -2.49 1.39 0.112
H -0.55 -3.27 -0.61 0.163
H 1.17 -3.05 -0.97 0.489
H -0.04 -1.02 -1.61 0.655
H 1.00 -0.68 -0.23 -0.107
H 1.69 3.89 -0.99 0.478
H 2.66 4.51 0.37 0.567
H 4.01 3.99 -1.46 0.420
H 6.14 3.30 -2.44 0.419
H 5.89 -0.45 -0.41 0.457
```

Summary:
SMILES string: O[C@@H](CNCC1(N2CCCCC2)CCCCC1)COc1ccc(Cl)cc1Cl
HOMO level: -0.3004 Eh
net charge: 0
spin multiplicity: 1

---

Record 3
The following is a quantum chemistry calculation of the molecule C22H23ClN4O4S, from the OMol25 dataset.

The geometry in XYZ format:
```
55
Properties=species:S:1:pos:R:3:mulliken_charge:R:1
C 3.37 2.97 -0.51 -1.450
C 2.10 2.61 0.24 -0.326
O 1.22 2.00 -0.70 -0.289
C -0.02 1.62 -0.28 0.872
C -0.49 1.71 1.01 -0.512
C -1.80 1.34 1.34 -0.131
C -2.18 1.48 2.74 0.688
O -1.41 1.86 3.59 -0.667
C -3.62 1.21 3.17 -0.893
S -4.36 -0.42 2.77 -0.234
C -3.03 -1.49 2.98 0.574
N -3.07 -2.78 2.83 -0.600
N -1.82 -3.22 3.05 -0.306
C -1.08 -2.20 3.32 0.838
C 0.39 -2.21 3.58 -1.036
N 1.06 -3.10 2.67 -0.235
C 1.22 -2.76 1.33 0.292
C 1.58 -1.47 0.93 0.153
C 1.83 -1.18 -0.40 -0.728
C 1.70 -2.18 -1.35 0.571
Cl 1.99 -1.80 -3.01 -0.258
C 1.34 -3.46 -0.98 -0.768
C 1.10 -3.74 0.35 -0.617
O -1.80 -1.04 3.29 -0.052
C -2.64 0.87 0.33 -0.549
C -2.17 0.73 -0.97 -1.428
C -0.86 1.09 -1.29 0.363
N -0.32 0.97 -2.55 0.158
C -0.92 0.56 -3.71 0.585
O -2.08 0.23 -3.79 -0.667
C 0.00 0.53 -4.92 -0.467
C 1.21 1.46 -4.89 -1.223
H 4.07 3.45 0.17 0.434
H 3.84 2.08 -0.92 0.312
H 3.15 3.66 -1.32 0.312
H 1.63 3.50 0.66 0.522
H 2.33 1.91 1.05 0.250
H 0.13 2.09 1.81 0.655
H -4.28 1.93 2.68 0.440
H -3.68 1.34 4.25 0.486
H 0.77 -1.19 3.50 0.251
H 0.58 -2.56 4.60 0.335
H 0.72 -4.05 2.77 0.316
H 1.69 -0.68 1.66 0.263
H 2.13 -0.19 -0.70 0.326
H 1.24 -4.23 -1.73 0.424
H 0.82 -4.75 0.64 0.308
H -3.66 0.61 0.53 0.368
H -2.81 0.36 -1.74 0.622
H 0.66 1.22 -2.60 0.112
H -0.62 0.75 -5.79 0.427
H 0.34 -0.50 -5.03 0.188
H 1.96 1.12 -4.18 0.257
H 1.67 1.49 -5.87 0.392
H 0.91 2.48 -4.63 0.340
```

Summary:
SMILES string: CCOc1cc(C(=O)CSc2nnc(CNc3ccc(Cl)cc3)o2)ccc1NC(=O)CC
HOMO level: -0.3017 Eh
net charge: 0
spin multiplicity: 1

---

Record 4
The following is a quantum chemistry calculation of a structure of composition C12H24N3O18Ti, from the OMol25 dataset.

The geometry in XYZ format:
```
58
Properties=species:S:1:pos:R:3:mulliken_charge:R:1
Ti -1.90 0.56 0.21 1.044
N -6.75 -1.51 -0.81 1.038
O -5.67 -1.35 -1.26 -0.696
O -7.76 -1.67 -1.54 -0.695
O -6.85 -1.47 0.40 -0.648
N -2.38 -0.64 5.67 1.013
O -1.57 -1.13 6.36 -0.677
O -2.05 -0.10 4.66 -0.677
O -3.59 -0.52 6.02 -0.663
N -6.44 3.96 1.86 1.033
O -5.48 3.81 1.13 -0.699
O -7.17 4.93 1.71 -0.687
O -6.71 3.16 2.73 -0.645
C 0.67 -7.40 -1.32 -1.007
C 1.39 -6.10 -1.83 -0.274
O 2.38 -5.55 -0.92 -0.363
C 2.00 -4.68 -0.04 0.803
O 0.99 -4.04 -0.04 -0.576
O 2.92 -4.61 0.89 -0.342
C 2.76 -3.95 2.18 -0.686
H 1.38 -8.14 -0.93 0.295
H 0.07 -7.73 -2.17 0.347
H -0.01 -7.10 -0.52 0.299
H 0.66 -5.39 -2.22 0.341
H 2.06 -6.38 -2.64 0.279
H 3.11 -2.92 2.16 0.275
H 3.19 -4.44 3.05 0.267
H 1.71 -3.84 2.46 0.333
C 0.16 -1.61 -7.51 -1.096
C -0.06 -0.85 -6.23 -0.282
O 1.24 -0.68 -5.65 -0.240
C 1.37 0.18 -4.60 0.674
O 0.54 0.73 -3.94 -0.525
O 2.74 0.28 -4.34 -0.319
C 3.12 1.25 -3.43 -0.608
H 1.17 -1.46 -7.92 0.317
H -0.49 -1.30 -8.33 0.327
H 0.02 -2.68 -7.37 0.280
H -0.67 -1.31 -5.45 0.352
H -0.59 0.10 -6.31 0.329
H 4.19 1.49 -3.37 0.234
H 2.75 0.96 -2.45 0.256
H 2.74 2.20 -3.80 0.283
C 2.39 4.49 6.38 -1.166
C 1.87 4.20 4.89 -0.218
O 1.78 5.41 4.07 -0.274
C 1.16 5.25 2.86 0.739
O 1.08 4.14 2.28 -0.586
O 0.84 6.46 2.30 -0.299
C 0.27 6.44 1.04 -0.657
H 3.41 4.86 6.34 0.299
H 2.28 3.76 7.19 0.362
H 1.82 5.35 6.73 0.313
H 0.88 3.74 4.89 0.419
H 2.72 3.63 4.53 0.222
H -0.76 6.10 0.90 0.315
H 0.82 5.71 0.45 0.292
H 0.32 7.43 0.59 0.227
```

Summary:
HOMO level (alpha / beta): -0.0719 / -0.0720 Eh
net charge: -2
spin multiplicity: 4

---

Ordered energy above the lowest of the compared OMol25 structures with the same formula, charge and spin results: 91.68, 2.72, 0.00, 175.87; unit kcal/mol.